1.
Below is an isolated molecule of CH4FNO2, with properties calculated with ωB97M-V/def2-TZVPD.

Geometry as XYZ:
```
9
CH4FNO2, DFT ωB97M-V/def2-TZVPD
O 0.960 0.960 0.751
H 0.743 1.901 0.980
H 0.824 0.731 -1.219
H 0.319 -1.242 0.698
N -1.188 0.295 -0.066
F -1.878 1.415 -0.671
H -1.318 -0.435 -0.721
C 0.403 0.329 -0.262
O 0.693 -1.000 -0.166
```

Computed properties:
**Frontier orbital gap**: 11.3 eV
**HOMO level**: -10.555 eV

=====

2.
Below is a cluster of 2 separate species, CH4FNO2 in total, with properties calculated with ωB97M-V/def2-TZVPD.

Geometry as XYZ:
```
9
CH4FNO2, DFT ωB97M-V/def2-TZVPD
H -2.224 -0.910 0.697
N 1.212 -0.452 -0.049
C 0.882 0.805 -0.028
F 2.665 -0.572 0.201
H -0.869 0.643 -0.282
O -0.238 1.338 -0.079
H -1.251 -1.457 -0.554
O -1.887 -0.786 -0.218
H 1.711 1.392 0.311
```

Computed properties:
**Frontier orbital gap**: 10.8 eV
**HOMO level**: -10.269 eV

=====

2 takes first place; second place is 0.220 eV up.